A molecular structure, C26H48BrN4O4PmSi4Te at a distorted geometry, computed with ωB97M-V/def2-TZVPD.

The value obtained for the total energy is -167297.4608 eV. The LUMO energy (spin up / spin down) is 0.04 / 0.04 eV. The calculation puts the energy above the lowest of the compared OMol25 structures with the same formula, charge and spin at 34.21 kcal per mole. Its spin multiplicity is 5.

The geometry in XYZ format:
```
89
Properties=species:S:1:pos:R:3:forces:R:3
Pm -1.0991 -0.3230 -2.5822 0.652 0.246 -0.255
N -0.7596 1.7271 -1.1131 -0.501 -0.343 0.354
C -0.8887 3.0840 -1.6893 -0.322 -0.917 -0.211
C -1.2419 3.0389 -3.2065 0.237 -0.103 1.820
O -1.4975 4.0776 -3.7822 -0.055 0.725 -0.597
N -1.2212 1.7982 -3.6637 -0.411 -0.267 -1.268
C -1.4466 1.6508 -5.1296 1.830 -1.315 0.927
C -1.5968 0.1337 -5.1081 -1.057 1.264 -1.097
O -2.7542 -0.2729 -4.9875 -0.757 -1.018 0.611
O -0.5609 -0.5582 -4.8883 0.622 -0.385 0.535
H -1.4026 1.5313 -0.3365 0.456 0.247 -0.255
H 0.1675 1.4673 -0.7763 -0.198 0.407 0.091
H 0.0369 3.5886 -1.5346 0.785 0.623 -0.158
H -1.6313 3.6652 -1.1585 -0.303 0.068 0.070
H -0.5492 1.8786 -5.6697 0.800 0.430 -0.243
H -2.2200 2.2001 -5.5874 -1.331 0.482 -0.006
O -1.8814 -2.6818 -2.5726 0.543 -0.155 0.344
C -3.2165 -3.0154 -2.9764 0.742 -0.307 -0.827
C -4.0993 -3.1312 -1.8080 -1.733 -0.377 1.135
C -3.8657 -2.1803 -0.6453 0.544 -1.390 1.147
C -4.1954 -0.7456 -0.6400 -0.828 0.214 -0.576
C -5.1906 -0.1893 0.1776 0.509 -2.223 0.395
C -5.3251 1.1678 0.1975 -1.654 -0.394 0.699
C -4.7509 1.9314 -0.7762 0.765 0.022 0.314
C -3.8487 1.3243 -1.5784 0.236 -1.866 -0.204
N -3.5023 0.0096 -1.4867 -0.038 1.169 -0.400
H -1.6090 -3.2838 -1.8580 0.113 0.237 -0.254
H -3.1572 -3.9735 -3.4900 -0.156 0.008 -0.257
H -3.5103 -2.2630 -3.6805 -0.089 0.510 -0.403
H -3.9500 -4.1520 -1.3612 -0.461 0.781 -0.419
H -5.1577 -2.9741 -2.0796 0.314 -0.689 -0.305
H -2.8141 -2.2292 -0.4544 0.832 0.151 0.436
H -4.2708 -2.7402 0.2050 -0.294 0.683 0.154
H -5.7590 -0.9404 0.7962 0.586 1.364 -0.416
H -6.0093 1.5712 0.9090 -0.368 0.507 0.352
H -4.8588 2.9752 -0.8749 -0.454 0.999 0.045
H -3.4062 1.8533 -2.3627 0.868 0.740 -1.055
Br 2.1657 -2.5908 -2.7835 -0.195 -0.193 0.172
C 2.5765 -0.8461 -3.3230 -0.373 0.744 -0.372
C 3.7794 -0.6017 -3.9560 0.168 -2.283 0.742
C 4.0804 0.6292 -4.3932 -0.258 1.670 0.140
C 3.1265 1.6417 -4.2087 1.357 -0.615 -0.641
C 1.9463 1.3125 -3.6033 -0.095 1.474 0.364
N 1.6843 0.1071 -3.1409 -0.970 -1.413 0.646
H 4.4664 -1.4270 -4.0108 0.274 -0.090 -0.209
H 5.0706 0.8169 -4.7690 0.060 0.232 -0.357
H 3.4041 2.6143 -4.5539 -0.416 0.604 0.029
H 1.1943 2.0660 -3.3807 0.086 -0.116 -0.311
C 3.2120 1.9338 3.4125 1.072 0.144 -0.113
Si 1.7306 1.8056 2.3002 -0.306 0.832 0.071
C 2.4398 2.5143 0.7290 0.682 -0.685 -0.878
C 0.2268 2.8420 2.8334 0.950 0.867 0.050
Si 1.1320 -0.3919 2.2241 -0.007 -0.949 0.052
Te -0.2642 -1.3283 0.4035 -0.342 -0.047 -0.375
Si -0.0355 -0.7709 4.2611 -1.170 -0.865 -1.037
C -0.1140 -2.5825 4.7644 1.037 0.020 1.018
C 0.7545 0.1154 5.6005 0.614 0.629 1.577
C -1.8396 -0.2732 3.9750 0.064 -1.895 0.601
Si 3.1067 -1.6442 2.0013 0.012 0.893 -0.709
C 4.2051 -0.9560 0.5386 -0.413 -1.047 0.971
C 4.0271 -1.6985 3.6165 0.044 -0.374 1.081
C 2.7622 -3.3994 1.5472 -3.505 0.502 -2.032
H 3.7728 2.8652 3.1804 -0.616 -0.136 0.552
H 3.9728 1.1833 3.1600 -0.349 -0.212 -0.098
H 3.0052 1.7974 4.4630 0.049 0.308 0.422
H 2.6178 3.5914 0.7088 -0.529 0.046 -0.048
H 1.9127 2.1322 -0.1569 0.021 0.583 0.018
H 3.4561 2.0979 0.5998 -0.300 -0.058 0.198
H -0.4131 2.4290 3.5917 -0.119 -0.346 0.453
H -0.3838 2.9717 1.9593 -0.446 -0.005 -0.640
H 0.5011 3.8754 3.1398 0.003 -0.578 -0.065
H 0.8642 -2.9688 4.4988 0.316 -0.402 -0.231
H -0.8402 -3.1534 4.2218 -0.497 -0.328 -0.239
H -0.1631 -2.8051 5.8688 -0.379 0.527 -0.999
H 0.1048 0.0856 6.4712 -0.111 -0.259 0.313
H 0.8586 1.1616 5.4140 0.214 0.875 -0.351
H 1.7331 -0.2576 5.9018 0.033 -0.121 -0.049
H -1.9443 -0.5884 2.9452 -0.480 0.111 -0.517
H -2.1508 0.7278 4.0977 -0.184 1.215 0.041
H -2.5252 -0.9374 4.5711 0.666 0.613 -0.375
H 4.6107 0.0391 0.6189 0.264 0.313 0.433
H 3.6178 -0.9474 -0.3786 0.001 -0.400 -0.135
H 5.0216 -1.7091 0.5150 -0.270 0.539 -0.456
H 4.7685 -0.9085 3.6853 0.363 -0.043 -0.002
H 4.5032 -2.7030 3.7289 -0.150 0.819 0.036
H 3.3628 -1.5303 4.5004 0.334 -0.306 -0.686
H 2.0719 -3.4258 0.5728 1.441 0.063 2.007
H 2.2526 -4.0065 2.2833 -0.372 0.123 0.406
H 3.6180 -3.9246 1.3262 2.303 -1.106 -0.692
```
Forces are in eV/Å.